132
Properties=species:S:1:pos:R:3:forces:R:3:lowdin_charge:R:1 method="wB97M-V/def2-TZVPD" smiles="O=S1(=O)OCCO1.O=S1(=O)OCCO1.O=S1(=O)OCCO1.O=S1(=O)OCCO1.O=S1(=O)OCCO1.O=S1(=O)OCCO1.O=S1(=O)OCCO1.O=S1(=O)OCCO1.O=S1(=O)OCCO1.O=S1(=O)OCCO1.O=S1(=O)OCCO1.O=S1(=O)OCCO1" e_above_lowest_kj_mol=925.3 total_energy_ev=-253949.1984 orbital_gap_ev=10.26
O -3.6966 -5.3225 2.9209 1.8 1.2 -2.0 -0.249
S -2.6934 -4.6589 2.0743 -0.1 0.5 1.6 0.747
O -1.2637 -4.8495 2.4588 -4.1 0.7 -2.2 -0.246
O -3.0716 -4.7829 0.5068 2.2 -3.9 -0.2 -0.215
C -4.1423 -4.0472 0.0462 -1.2 1.5 0.8 -0.175
C -4.1182 -2.8516 1.0205 -1.6 -0.2 0.3 -0.178
O -3.0510 -3.0884 1.9133 2.3 0.6 1.4 -0.220
H -3.9998 -3.7757 -0.9997 0.4 -0.1 0.2 0.137
H -5.1370 -4.4812 0.1481 0.3 -0.8 0.0 0.131
H -4.9451 -2.8821 1.7300 -0.7 0.3 -0.8 0.126
H -4.1259 -1.9219 0.4516 0.8 0.2 0.8 0.107
O 2.5519 2.3308 -0.0702 -0.5 1.6 -3.4 -0.251
S 2.1874 3.2998 -1.1287 -1.9 0.2 3.1 0.728
O 0.7740 3.7408 -1.0866 3.5 -0.8 -0.8 -0.267
O 3.2045 4.5591 -0.9018 -0.4 -0.7 -0.9 -0.192
C 4.0929 4.7506 -2.0068 -0.3 -0.5 -1.6 -0.133
C 3.4438 3.9925 -3.2401 0.4 1.4 0.0 -0.165
O 2.6235 3.0040 -2.6795 -0.8 -1.2 1.8 -0.219
H 4.1924 5.8197 -2.1946 -0.1 -0.1 0.1 0.130
H 5.0806 4.3126 -1.8624 -0.1 0.0 0.6 0.124
H 4.1356 3.5357 -3.9478 0.4 -0.3 0.6 0.130
H 2.8439 4.6211 -3.8982 -0.3 0.4 0.4 0.125
O 4.8458 -1.1329 4.1053 -0.2 1.8 -3.5 -0.237
S 4.7586 -0.5031 2.7774 -1.3 -0.3 0.7 0.813
O 3.4113 -0.2054 2.1562 4.7 -0.6 1.8 -0.268
O 5.8280 0.8315 2.7833 -1.7 -0.7 -1.0 -0.196
C 6.2715 1.0333 1.4149 -0.2 -3.1 -0.7 -0.125
C 6.4039 -0.4829 0.9105 2.7 0.9 -1.2 -0.234
O 5.7145 -1.3528 1.7089 -3.1 0.2 2.4 -0.190
H 5.5673 1.4405 0.6893 -0.4 0.8 0.8 0.098
H 7.2563 1.4955 1.3462 -0.3 0.2 0.6 0.128
H 7.4140 -0.8798 1.0121 0.5 0.6 0.0 0.125
H 6.1953 -0.6213 -0.1504 -0.6 0.3 0.1 0.099
O 1.2367 0.1844 4.0067 -0.2 -0.2 0.7 -0.239
S 1.6994 0.1454 5.3606 0.4 1.0 1.5 0.707
O 2.4251 -1.0473 5.8291 -2.1 3.5 -0.5 -0.216
O 2.4919 1.5344 5.6451 2.7 -0.6 -0.2 -0.219
C 1.6698 2.6762 5.7693 -0.9 -0.1 0.1 -0.176
C 0.5095 2.1960 6.6548 1.6 -1.8 -0.7 -0.087
O 0.5675 0.7276 6.4059 -1.7 -1.7 -0.6 -0.243
H 2.0923 3.5402 6.2823 0.9 -0.4 -0.2 0.137
H 1.4332 2.9766 4.7486 -0.6 0.1 0.1 0.116
H -0.4157 2.7290 6.4354 -0.2 -0.8 0.0 0.113
H 0.7664 2.1385 7.7125 -0.1 1.0 0.0 0.132
O -1.1072 6.3803 4.8090 -2.3 -3.8 -1.1 -0.271
S -2.0212 5.2840 4.3429 -1.9 4.4 1.2 0.711
O -3.4317 5.3117 4.8242 3.8 -0.6 -0.9 -0.279
O -2.1367 5.3973 2.7249 -0.5 -0.3 1.1 -0.182
C -1.3921 4.3919 2.1161 1.9 -2.1 -0.9 -0.185
C -1.2501 3.1857 3.1205 0.0 1.0 -0.5 -0.077
O -1.3675 3.8490 4.4377 -0.1 -0.2 -0.4 -0.225
H -1.7795 3.9909 1.1795 -0.8 0.3 0.2 0.105
H -0.4248 4.7747 1.7907 0.3 0.1 0.5 0.132
H -0.3110 2.6329 3.0933 0.3 0.5 0.0 0.121
H -1.9955 2.4074 2.9567 -0.5 0.4 0.5 0.101
O -0.1404 -5.5748 -0.8717 2.7 0.8 -2.9 -0.222
S 0.6724 -5.3322 -2.0800 -1.3 -0.9 -1.4 0.767
O 0.8346 -3.9682 -2.6370 -0.3 -3.2 1.5 -0.263
O 2.0959 -6.1491 -2.1409 -0.5 1.8 1.9 -0.215
C 2.3617 -6.6576 -3.4312 0.4 0.0 -0.7 -0.193
C 1.0506 -7.2187 -3.9015 0.3 -0.7 1.0 -0.161
O 0.0808 -6.3807 -3.2413 -0.6 1.0 0.0 -0.200
H 2.6590 -5.9071 -4.1636 0.5 0.4 0.5 0.129
H 3.1429 -7.3959 -3.2504 -0.1 0.1 -0.4 0.145
H 1.0133 -8.2465 -3.5405 -0.8 0.0 0.3 0.129
H 0.9825 -7.2983 -4.9864 -0.5 0.8 0.1 0.137
O -6.6231 1.3941 -0.7794 1.4 -0.7 3.5 -0.249
S -6.1655 0.9829 0.5692 -2.1 -1.4 -1.5 0.736
O -6.0965 -0.4491 0.8672 0.7 2.5 -0.7 -0.246
O -4.8508 1.8338 0.9777 -1.2 -0.8 -0.8 -0.215
C -4.9684 2.3437 2.2968 2.0 -0.4 0.6 -0.194
C -6.3579 2.1389 2.7697 -1.3 1.0 1.2 -0.184
O -7.1639 1.5491 1.7523 1.2 0.6 -1.2 -0.167
H -4.3582 1.8212 3.0335 0.6 -0.4 -0.6 0.125
H -4.5681 3.3576 2.2916 -0.6 0.2 -0.2 0.135
H -6.6692 3.1444 3.0531 -1.0 -0.2 -0.2 0.137
H -6.3938 1.5273 3.6712 0.0 -0.2 -0.2 0.138
O 3.4741 -3.7822 4.2460 -1.2 -0.7 -2.3 -0.214
S 2.5038 -3.9685 3.1862 1.2 -0.4 -1.2 0.770
O 1.2110 -3.3966 3.3311 -0.1 -0.7 0.2 -0.220
O 2.9839 -3.4062 1.6498 1.8 1.7 3.5 -0.208
C 2.5551 -4.2310 0.6727 -1.2 -2.1 -0.7 -0.257
C 2.7261 -5.6568 1.2523 0.1 -0.3 -1.0 -0.181
O 2.5042 -5.5935 2.6444 -0.6 2.4 1.6 -0.180
H 1.4927 -4.0347 0.5285 -0.4 -0.2 -0.3 0.105
H 3.0553 -4.0835 -0.2845 0.4 0.1 0.3 0.121
H 3.7135 -6.1078 1.1544 0.2 0.4 -0.4 0.130
H 2.0221 -6.3265 0.7585 -0.3 0.0 0.4 0.115
O -2.7057 0.3689 1.3377 3.5 -0.5 -1.8 -0.256
S -1.4483 0.5540 0.5618 -1.1 1.5 0.4 0.749
O -1.3219 1.9306 0.0030 0.2 -3.5 1.2 -0.276
O -0.1120 0.1339 1.3612 -1.6 3.7 1.2 -0.202
C 0.3858 -1.1446 1.1442 -1.9 -1.5 -1.4 -0.145
C 0.0367 -1.2202 -0.3650 2.4 -2.0 -0.2 -0.147
O -1.2295 -0.5854 -0.5975 -0.2 0.8 1.2 -0.176
H 1.4003 -1.2635 1.5245 0.1 0.4 -0.6 0.110
H -0.2529 -1.8579 1.6652 0.1 -0.2 0.3 0.125
H 0.0458 -2.2550 -0.7075 -0.9 -0.1 0.1 0.116
H 0.8609 -0.8261 -0.9595 -0.4 1.0 0.0 0.105
O 3.6948 -1.7310 -1.2016 0.1 0.0 0.2 -0.200
S 3.8139 -0.5480 -1.9729 -1.4 0.4 -2.8 0.726
O 4.4129 0.6412 -1.4284 -0.7 -1.4 -1.2 -0.227
O 4.4732 -0.9621 -3.4621 -0.2 0.6 1.0 -0.182
C 3.4876 -1.2173 -4.4590 -1.6 -0.2 -0.5 -0.162
C 2.0935 -0.9793 -3.8403 0.2 -0.2 -0.6 -0.196
O 2.3133 -0.2245 -2.6875 1.7 0.8 2.6 -0.226
H 3.5287 -0.5937 -5.3520 1.0 0.4 0.3 0.127
H 3.4368 -2.2445 -4.8201 0.9 -0.2 0.3 0.127
H 1.6078 -1.9389 -3.6630 -0.2 0.2 0.4 0.107
H 1.4631 -0.3461 -4.4646 0.1 -0.3 -0.1 0.116
O -2.3907 -1.3168 -6.6623 1.4 0.4 -0.3 -0.203
S -2.4189 -0.5139 -5.5009 -2.9 0.0 4.7 0.730
O -3.6320 -0.7157 -4.6449 3.6 0.8 -2.0 -0.263
O -1.0165 -0.5895 -4.5398 -1.3 -2.4 -0.2 -0.218
C -0.9909 0.5962 -3.7706 -1.3 2.9 -1.1 -0.183
C -1.0704 1.5396 -5.0152 1.6 0.9 1.7 -0.171
O -2.1959 1.0521 -5.6813 -1.3 -0.7 -1.8 -0.188
H -1.8947 0.8404 -3.2124 -0.6 -0.9 -0.1 0.114
H -0.2658 0.7715 -2.9758 1.0 -0.8 -0.8 0.128
H -0.1554 1.4057 -5.5923 -0.1 -0.1 -0.3 0.122
H -1.2358 2.6084 -4.8793 -0.1 -0.2 0.4 0.133
O -5.3727 4.0747 -4.6433 1.3 1.1 1.1 -0.226
S -4.3278 4.8425 -3.9954 -0.5 -0.8 1.5 0.741
O -3.6967 5.9113 -4.7323 -0.5 -1.5 1.7 -0.220
O -4.7493 5.2976 -2.4419 -0.2 3.4 -2.7 -0.189
C -4.8881 4.1772 -1.6731 -0.6 -2.4 -0.2 -0.217
C -3.6287 3.3651 -2.0290 -0.2 -0.3 2.4 -0.198
O -3.2716 3.8197 -3.2788 1.0 0.3 -3.5 -0.208
H -5.0556 4.3689 -0.6132 0.3 0.4 -0.2 0.138
H -5.7618 3.6750 -2.0885 -0.2 -0.6 0.6 0.115
H -3.7682 2.2880 -1.9373 -0.4 -0.1 -0.7 0.127
H -2.7880 3.5502 -1.3604 0.0 0.4 0.0 0.112